Entry 1:
# C5H10O

A 2-piece molecular cluster, C5H10O overall in a non-equilibrium geometry (ωB97M-V/def2-TZVPD, OMol25).

Highest occupied orbital energy ... -0.34087 Eh
Lowest unoccupied orbital energy ... 0.9986 eV
SMILES ... C=CC.CC=O

The geometry in ORCA input format:
```
! wB97M-V def2-TZVPD RIJCOSX def2/J DEFGRID3
* xyz 0 1
C 2.29 0.21 1.11
C 0.81 -0.26 1.14
C 0.38 -1.47 0.71
H 2.89 -0.49 1.75
H 2.10 1.30 1.66
H 2.68 0.19 0.10
H 0.20 0.39 1.82
H -0.60 -1.92 0.76
H 1.09 -2.16 0.22
O -2.09 -0.31 0.26
C -1.56 0.53 -0.46
C -1.83 0.70 -1.91
H -0.74 1.27 -0.09
H -2.38 1.59 -2.34
H -0.87 0.57 -2.48
H -2.37 -0.16 -2.27
*
```

Entry 2:
# C2H6N2S

C2H6N2S as an isolated structure in a non-equilibrium geometry (ωB97M-V/def2-TZVPD, OMol25).

Highest occupied orbital energy ... -0.32428 Eh
Lowest unoccupied orbital energy ... -0.0763 eV

The geometry in ORCA input format:
```
! wB97M-V def2-TZVPD RIJCOSX def2/J DEFGRID3
* xyz 0 1
C -0.95 0.99 -0.93
C 0.95 -0.56 -0.22
H -1.91 0.86 0.11
H -0.22 1.90 -0.65
H -1.18 0.98 -2.07
H 2.06 -0.92 -0.57
H 1.78 -1.19 1.35
H -1.10 -1.45 0.99
N 0.00 -0.23 -1.02
N 1.06 -0.24 1.04
S -0.47 -0.15 1.97
*
```

Entry 3:
# C2H4O3S2

C2H4O3S2 as an isolated structure in a non-equilibrium geometry (ωB97M-V/def2-TZVPD, OMol25).

Highest occupied orbital energy ... -0.36214 Eh
Lowest unoccupied orbital energy ... 0.3554 eV

The geometry in ORCA input format:
```
! wB97M-V def2-TZVPD RIJCOSX def2/J DEFGRID3
* xyz 0 1
C 1.21 -1.78 0.62
C -0.03 -1.46 0.30
O -0.70 0.99 0.49
O -1.27 -0.16 -1.66
O 0.59 2.52 -0.89
S -0.27 2.55 0.24
S -0.16 0.00 -0.81
H 1.47 -2.52 1.31
H 1.86 -1.19 0.06
H -1.01 -1.96 0.68
H -1.70 3.01 -0.34
*
```

Entry 4:
# C2H6O2

A 2-piece molecular cluster, C2H6O2 overall in a non-equilibrium geometry (ωB97M-V/def2-TZVPD, OMol25).

Highest occupied orbital energy (alpha / beta) ... 0.02715 / -0.08345 Eh
Lowest unoccupied orbital energy (alpha / beta) ... 3.0473 / 3.0457 eV
Expectation value of S² ... 0.75

The geometry in ORCA input format:
```
! wB97M-V def2-TZVPD RIJCOSX def2/J DEFGRID3
* xyz -1 2
C -2.92 1.07 1.93
O -1.66 1.82 1.93
H -3.43 1.39 1.04
H -2.72 0.01 1.93
H -3.44 1.36 2.83
H -0.98 1.20 2.23
O 2.37 -0.92 -2.02
C 2.83 -2.11 -2.26
H 2.38 -2.75 -3.03
H 3.79 -2.42 -1.87
*
```

Entry 5:
# C4H9ClN2

A 2-piece molecular cluster, C4H9ClN2 overall in a non-equilibrium geometry (ωB97M-V/def2-TZVPD, OMol25).

Highest occupied orbital energy (alpha / beta) ... -0.23893 / -0.31432 Eh
Lowest unoccupied orbital energy (alpha / beta) ... -0.5489 / 0.2430 eV

The geometry in ORCA input format:
```
! wB97M-V def2-TZVPD RIJCOSX def2/J DEFGRID3
* xyz 0 1
C 0.67 1.07 0.07
C 0.24 2.28 0.66
C 1.81 -0.75 -1.07
C -1.54 -1.68 0.57
N 1.53 0.61 -0.63
N -1.34 -0.69 -0.56
Cl -2.75 0.25 -0.45
H -0.91 2.26 0.74
H 0.63 3.13 0.13
H 0.70 2.18 1.70
H 2.56 -1.14 -0.36
H 2.34 -0.64 -2.00
H 0.79 -1.21 -1.40
H -2.49 -2.43 0.48
H -0.55 -2.07 0.57
H -1.72 -1.19 1.54
*
```

Entry 6:
# C4H18AlN8O6

C4H18AlN8O6 as an isolated structure in a non-equilibrium geometry (ωB97M-V/def2-TZVPD, OMol25).

Highest occupied orbital energy ... -0.41922 Eh
Lowest unoccupied orbital energy ... -2.3781 eV

The geometry in ORCA input format:
```
! wB97M-V def2-TZVPD RIJCOSX def2/J DEFGRID3
* xyz 1 1
Al 22.57 -5.14 14.87
O 22.03 -4.22 16.80
H 21.96 -3.90 17.72
O 23.47 -7.09 15.44
H 24.23 -7.17 16.04
C 23.10 -6.19 11.95
O 23.04 -5.92 13.15
N 23.77 -5.46 11.12
N 22.41 -7.11 11.37
H 23.69 -5.76 10.16
H 24.28 -4.65 11.42
H 22.36 -7.11 10.36
H 21.94 -7.79 11.95
C 20.23 -6.31 13.13
O 21.26 -6.29 13.80
N 20.16 -5.84 11.91
N 19.07 -6.78 13.42
H 21.01 -5.43 11.54
H 19.28 -5.72 11.44
H 18.97 -7.06 14.39
H 18.33 -6.40 12.84
C 23.34 -2.24 15.35
O 23.08 -3.11 14.50
N 22.78 -2.19 16.50
N 24.12 -1.21 15.14
H 22.13 -2.93 16.72
H 23.20 -1.56 17.16
H 24.49 -1.13 14.20
H 24.10 -0.48 15.84
C 20.14 -3.45 15.21
O 20.96 -3.89 14.44
N 20.10 -3.70 16.47
N 19.12 -2.67 14.92
H 19.26 -3.49 16.99
H 20.94 -4.05 16.92
H 18.50 -2.40 15.67
H 19.08 -2.23 14.01
*
```

Entry 7:
# C23H34N4O3S

One molecule with the formula C23H34N4O3S in a non-equilibrium geometry (ωB97M-V/def2-TZVPD, OMol25).

Highest occupied orbital energy ... -0.28200 Eh
Lowest unoccupied orbital energy ... 0.4777 eV
SMILES ... CCOc1ccc(CN2CCN(Cc3cnc(N4CCOCC4)s3)C[C@@H]2CCO)cc1

The geometry in ORCA input format:
```
! wB97M-V def2-TZVPD RIJCOSX def2/J DEFGRID3
* xyz 0 1
C -4.42 -3.44 -7.09
C -4.62 -2.78 -5.82
O -3.30 -2.90 -5.25
C -3.15 -2.27 -3.88
C -1.86 -2.15 -3.33
C -1.61 -1.83 -1.92
C -2.67 -1.28 -1.06
C -3.80 -1.18 -1.91
C -4.04 -1.70 -3.14
H -5.18 -1.64 -3.50
H -4.56 -0.97 -1.30
C -2.18 -0.70 0.04
N -2.59 0.96 0.01
C -2.70 1.29 1.30
C -1.34 1.69 2.00
N -0.53 2.36 1.38
C -0.35 1.77 0.09
H 0.43 2.27 -0.49
C -1.53 1.37 -0.93
C -2.08 2.64 -1.28
H -2.23 3.50 -0.58
H -1.23 3.04 -1.84
C -3.28 2.39 -2.23
O -4.44 1.99 -1.35
H -3.94 1.42 -1.13
H -3.64 3.41 -2.81
H -3.17 1.89 -2.92
H -1.23 0.66 -1.73
H 0.25 0.68 0.36
C 0.59 2.87 1.96
C 1.68 1.77 2.29
C 1.66 1.21 3.47
N 2.53 0.10 3.65
C 3.28 0.20 2.69
N 4.27 -0.79 2.51
C 4.77 -1.77 3.54
H 3.97 -1.55 4.21
H 4.91 -2.77 3.47
C 5.97 -0.92 4.25
H 6.47 -1.62 5.14
O 6.80 -0.75 3.39
C 6.57 -0.14 2.41
H 7.43 0.15 1.62
C 5.31 -0.54 1.61
H 5.13 -0.04 0.66
H 5.51 -1.59 1.06
H 6.10 1.10 2.54
H 5.43 0.17 4.65
S 2.99 1.24 1.25
H 1.01 1.19 4.42
H 0.35 3.45 2.72
H 1.20 3.56 1.16
H -1.67 2.14 2.79
H -1.08 0.63 2.40
H -3.56 0.75 1.96
H -3.26 2.15 1.23
H -3.07 -1.00 0.78
H -1.31 -1.02 0.51
H -0.58 -2.02 -1.66
H -1.28 -3.01 -3.76
H -4.88 -1.63 -5.88
H -5.32 -3.39 -5.11
H -5.30 -3.33 -7.71
H -3.95 -4.43 -6.85
H -3.69 -2.76 -7.63
*
```

Entry 8:
# C22H22Br2Cl3NO2

A 2-piece molecular cluster, C22H22Br2Cl3NO2 overall in a non-equilibrium geometry (ωB97M-V/def2-TZVPD, OMol25).

Highest occupied orbital energy ... -0.29208 Eh
Lowest unoccupied orbital energy ... -0.8659 eV
SMILES ... C[C@H](Br)[C@H](Br)c1cc(CCCCn2cccc2)cc2c1C(=O)C=CC2=O.ClC(Cl)Cl

The geometry in ORCA input format:
```
! wB97M-V def2-TZVPD RIJCOSX def2/J DEFGRID3
* xyz 0 1
C -3.51 1.55 3.39
C -3.40 1.22 1.82
Br -4.35 -0.47 1.41
C -1.88 1.20 1.28
Br -1.31 3.00 0.62
C -1.53 0.05 0.24
C -0.53 -1.05 0.60
C -0.12 -2.13 -0.32
C 0.96 -3.20 0.13
C 2.34 -2.38 0.29
C 2.53 -1.25 -0.80
C 4.04 -0.70 -0.87
N 3.94 0.65 -1.48
C 3.78 1.87 -0.80
C 3.68 3.04 -1.70
C 3.80 2.44 -3.09
C 3.96 1.00 -2.84
C -0.74 -2.20 -1.67
C -1.70 -1.14 -2.04
C -2.10 -0.01 -1.12
C -3.09 1.05 -1.69
O -3.96 1.63 -1.06
C -2.98 1.35 -3.23
C -2.65 0.30 -4.05
C -2.36 -1.14 -3.48
O -2.62 -2.17 -4.07
H -3.49 0.62 4.03
H -4.49 2.09 3.57
H -2.70 2.30 3.66
H -3.90 2.10 1.32
H -1.21 1.01 2.18
H -0.04 -1.07 1.64
H 1.12 -3.92 -0.72
H 0.68 -3.71 1.09
H 2.41 -1.95 1.34
H 3.17 -3.15 0.19
H 1.91 -0.34 -0.54
H 2.25 -1.58 -1.84
H 4.65 -1.40 -1.51
H 4.47 -0.54 0.15
H 3.74 2.02 0.32
H 3.54 4.11 -1.43
H 3.76 3.01 -4.05
H 4.06 0.30 -3.71
H -0.45 -3.04 -2.34
H -3.16 2.39 -3.63
H -2.56 0.51 -5.15
C -0.68 -0.48 6.04
Cl -0.70 -0.79 4.30
Cl -1.20 1.18 6.33
Cl -1.71 -1.63 6.89
H 0.34 -0.59 6.40
*
```

Energy relative to the best compared isomer or geometry (same formula, charge and spin) / eV: 2.6148 6.0108 3.5814 0.5512 5.0317 0.0000 24.3939 4.5441